1.
Formula: C42H57BF5N10O2SeTl
Source: the Open Molecules 2025 dataset
Level of theory: ωB97M-V with the def2-TZVPD basis set

Calculated values
- M: 1123.131 g mol⁻¹
- 2S+1: 1
- Kohn-Sham gap: 6.92 eV
- HOMO level: -8.63 eV

Geometry (Å):
Tl: -0.34243 0.24675 0.08166
C: -0.78802 -0.29872 -4.90210
C: -1.29391 -0.40560 -3.45735
C: -1.31588 0.97575 -2.81269
C: -0.45292 -1.41642 -2.72315
C: -0.19995 -2.71582 -3.13854
C: 0.67501 -3.26898 -2.21762
C: 1.29898 -4.61090 -2.55228
C: 1.88686 -5.47454 -1.44958
C: 2.33114 -4.40060 -3.67554
N: 0.90609 -2.33521 -1.25988
N: 0.23614 -1.19263 -1.60801
B: 1.81402 -2.35207 0.02265
N: 2.73996 -1.10408 -0.03361
N: 2.14628 0.11232 0.11721
C: 3.09632 1.04112 0.03239
C: 4.32713 0.41569 -0.17173
C: 4.07142 -0.94101 -0.21537
C: 5.19636 -1.93095 -0.44154
C: 4.83036 -3.35216 -0.85636
C: 6.14135 -1.95073 0.76976
C: 2.84956 2.50861 0.15113
C: 3.38355 3.21056 -1.09849
C: 3.51446 3.06850 1.41050
N: 1.04301 -2.28745 1.39249
N: 0.16223 -1.28839 1.71043
C: -0.26900 -1.46818 2.96252
C: 0.34406 -2.61239 3.46588
C: 1.17261 -3.09586 2.47450
C: 2.17108 -4.19088 2.76110
C: 2.08689 -5.44482 1.89080
C: 3.58778 -3.60943 2.77339
C: -1.17332 -0.56375 3.76640
C: -2.66519 -0.84609 3.55053
C: -0.89018 0.91745 3.51252
H: -1.39769 0.41208 -5.46396
H: -0.83268 -1.26021 -5.41297
H: 0.24819 0.04741 -4.91233
H: -2.31564 -0.79377 -3.48305
H: -0.30010 1.33114 -2.61285
H: -1.89627 0.98299 -1.88558
H: -1.78611 1.69468 -3.48504
H: -0.60746 -3.21839 -4.00267
H: 0.46992 -5.17498 -2.97969
H: 2.84187 -5.08633 -1.09568
H: 2.06054 -6.47689 -1.84841
H: 1.19268 -5.56310 -0.61986
H: 3.14295 -3.75056 -3.34642
H: 1.87149 -3.93872 -4.55004
H: 2.76422 -5.35961 -3.97220
H: 2.44669 -3.35349 0.02049
H: 5.29063 0.89037 -0.29294
H: 5.76445 -1.49679 -1.26652
H: 4.47850 -3.94360 -0.00937
H: 5.71587 -3.84684 -1.26002
H: 4.06035 -3.34743 -1.62419
H: 5.63594 -2.32174 1.66197
H: 6.52179 -0.95217 0.98766
H: 6.99144 -2.60685 0.56440
H: 1.77035 2.66408 0.23473
H: 4.45729 3.03208 -1.20052
H: 3.23206 4.28536 -1.03263
H: 2.89252 2.84168 -1.99959
H: 4.59685 2.92103 1.36960
H: 3.13701 2.57079 2.30631
H: 3.31998 4.14093 1.50160
H: 0.20807 -3.03701 4.44922
H: 1.93215 -4.49437 3.78005
H: 2.66943 -5.33117 0.97980
H: 1.05365 -5.67150 1.62179
H: 2.48705 -6.29817 2.44258
H: 3.81997 -3.18805 1.79630
H: 4.31876 -4.38716 3.00870
H: 3.67198 -2.81221 3.51494
H: -0.93909 -0.78830 4.80805
H: -2.93901 -0.63781 2.51854
H: -3.25321 -0.19596 4.20668
H: -2.91213 -1.88311 3.77759
H: -1.40862 1.25284 2.61838
H: 0.18032 1.11510 3.40470
H: -1.26889 1.51957 4.34065
O: -2.97320 0.74321 0.48565
C: -4.08714 0.47135 -0.00426
C: -5.23914 1.42858 0.17369
C: -6.29989 0.88471 1.14815
C: -7.24196 -0.13901 0.51298
C: -6.54808 -1.40944 0.02459
C: -5.57908 -1.16030 -1.13344
N: -4.28379 -0.65783 -0.68947
H: -5.70052 1.64113 -0.79596
H: -4.80844 2.34828 0.56425
H: -6.89266 1.72594 1.51064
H: -5.79769 0.44424 2.01520
H: -7.75822 0.32873 -0.33281
H: -8.00441 -0.41289 1.24500
H: -7.30916 -2.12102 -0.30510
H: -5.99405 -1.87217 0.84694
H: -6.02408 -0.45544 -1.84258
H: -5.39059 -2.08964 -1.66560
H: -3.46109 -1.25972 -0.74180
F: 1.73456 7.84420 -0.62518
C: 1.10540 6.70588 -0.37793
C: 0.98748 5.75357 -1.37123
F: 1.51419 5.98754 -2.57175
C: 0.31551 4.57741 -1.11157
F: 0.18749 3.68753 -2.09536
C: -0.25530 4.31561 0.12578
Se: -1.41476 2.82856 0.42843
C: -0.11937 5.29463 1.10587
F: -0.66397 5.11486 2.30745
C: 0.54803 6.47888 0.86555
F: 0.65793 7.40323 1.81539
O: -1.90215 -1.93945 -0.28148
N: -2.22847 -2.57599 0.77740
C: -2.19180 -3.87439 0.72491
C: -1.84121 -4.64852 -0.44054
N: -1.57166 -5.27046 -1.37163
C: -2.51997 -4.61304 1.91572
N: -2.78174 -5.24685 2.84113


2.
Formula: C42H58AsF6N9O5
Source: the Open Molecules 2025 dataset
Level of theory: ωB97M-V with the def2-TZVPD basis set

Calculated values
- M: 957.894 g mol⁻¹
- Charge: +6
- 2S+1: 1
- Kohn-Sham gap: 4.54 eV
- Energy relative to the best compared isomer or geometry (same formula, charge and spin): 328.6 kJ/mol
- HOMO level: -16.97 eV

Geometry (Å):
N: 1.97014 0.38653 -0.03955
O: 1.30302 0.45616 -1.10133
O: 2.73682 -0.53607 0.18111
O: 1.64106 1.18401 0.83469
C: 4.57417 2.90417 4.32568
C: 4.95526 1.58401 4.86618
O: 5.40616 1.40222 6.00740
N: 4.80855 0.43307 3.87797
H: 4.88304 -0.43181 4.39423
H: 3.88255 0.54508 3.49057
C: 6.06914 0.44975 2.88626
H: 4.92359 3.10327 3.31260
H: 4.86758 3.78241 4.90075
H: 3.48626 2.84911 4.28686
H: 6.12152 -0.43341 2.24957
H: 6.96033 0.41601 3.51294
H: 5.99460 1.35417 2.28246
C: 5.10632 -0.55877 -4.61449
C: 3.99530 -1.01137 -5.42206
O: 4.16976 -1.83350 -6.25768
N: 2.66498 -0.46723 -5.10126
H: 2.60699 -0.10878 -4.15880
H: 2.52190 0.35760 -5.66632
C: 1.55431 -1.49176 -5.35930
H: 6.07550 -0.84254 -5.02470
H: 5.19754 -0.88870 -3.57963
H: 5.12581 0.52968 -4.55991
H: 1.77999 -2.20812 -4.56937
H: 1.59933 -1.91151 -6.36423
H: 0.61316 -0.95013 -5.26461
C: -1.61371 4.88316 -1.70248
N: -2.58963 5.58356 -0.72939
C: -2.53426 5.38354 0.59483
C: -3.54759 5.87184 1.45549
C: -4.60994 6.56195 0.90836
C: -4.61476 6.85520 -0.46919
C: -3.58553 6.33327 -1.22781
C: -5.74734 6.99774 1.77614
C: -6.11723 8.36047 1.75551
C: -7.14286 8.79797 2.60720
N: -7.78465 7.91992 3.39603
C: -7.42829 6.60586 3.47117
C: -6.44505 6.09049 2.64471
C: -8.88941 8.49671 4.22852
H: -0.73584 4.63537 -1.10577
H: -1.27469 5.65755 -2.39059
H: -2.13175 4.06986 -2.21071
H: -1.72086 4.72644 0.86505
H: -3.37710 5.69794 2.50768
H: -5.43061 7.35625 -0.96893
H: -3.59739 6.41691 -2.30450
H: -5.73099 9.06355 1.03240
H: -7.43008 9.83872 2.63419
H: -8.07446 5.98010 4.06890
H: -6.24199 5.03819 2.77823
H: -8.53060 9.47200 4.55742
H: -9.09261 7.79297 5.03571
H: -9.85160 8.61665 3.73062
C: 5.96051 -5.69326 -0.12618
N: 5.78079 -5.82098 -1.59171
C: 6.81656 -6.30959 -2.31184
C: 6.66021 -6.43262 -3.67585
C: 5.39793 -6.28184 -4.29964
C: 4.31499 -5.83749 -3.49990
C: 4.57702 -5.62480 -2.15194
C: 5.24370 -6.61281 -5.73616
C: 6.22164 -6.15854 -6.61892
C: 6.14344 -6.55675 -7.95832
N: 5.12920 -7.42514 -8.37958
C: 4.17501 -7.81654 -7.55154
C: 4.22199 -7.47984 -6.21540
C: 5.15870 -7.74862 -9.84772
H: 6.98534 -5.44342 0.14841
H: 5.64832 -6.66260 0.26247
H: 5.26876 -4.89313 0.13721
H: 7.82203 -6.38736 -1.92535
H: 7.53452 -6.78247 -4.20463
H: 3.33851 -5.72841 -3.94823
H: 3.81290 -5.16121 -1.54563
H: 7.04983 -5.50969 -6.37501
H: 6.81199 -6.24996 -8.74910
H: 3.23528 -8.25961 -7.84649
H: 3.51600 -7.95269 -5.54878
H: 6.12928 -7.34761 -10.13974
H: 4.37151 -7.26418 -10.42545
H: 5.10296 -8.83381 -9.93339
C: -8.16968 -1.87588 9.18790
N: -7.44672 -1.80980 7.89300
C: -6.17316 -2.31669 7.78259
C: -5.52278 -2.26546 6.53868
C: -6.22127 -1.74406 5.46147
C: -7.50273 -1.30518 5.55435
C: -8.09187 -1.27687 6.82345
C: -5.45426 -1.58898 4.16878
C: -4.29657 -0.81235 4.04378
C: -3.59351 -0.77997 2.84413
N: -3.99912 -1.57353 1.80857
C: -5.14618 -2.30286 1.87095
C: -5.86022 -2.35248 3.07780
C: -3.15165 -1.60747 0.60589
H: -9.12852 -1.37967 9.03797
H: -7.59973 -1.27661 9.89793
H: -8.23078 -2.93090 9.45490
H: -5.77420 -2.76069 8.68263
H: -4.50001 -2.60482 6.61084
H: -7.99116 -0.87067 4.69469
H: -9.11384 -0.93734 6.90514
H: -3.95948 -0.27700 4.91911
H: -2.59122 -0.37776 2.83806
H: -5.47671 -2.83751 0.99271
H: -6.73464 -2.97201 3.21193
H: -2.15508 -1.95932 0.87261
H: -3.09212 -0.61928 0.14977
H: -3.48943 -2.34366 -0.12350
As: 5.17374 4.94692 -2.41339
F: 4.16535 3.50810 -2.84674
F: 3.86974 5.67317 -1.43122
F: 6.15396 6.37079 -1.99465
F: 6.52478 4.36375 -3.47006
F: 4.57060 5.86221 -3.88114
F: 5.85568 4.14106 -0.97533


3.
Formula: C42H58CoN4O2STe2
Source: the Open Molecules 2025 dataset
Level of theory: ωB97M-V with the def2-TZVPD basis set

Calculated values
- M: 997.152 g mol⁻¹
- Charge: +1
- 2S+1: 3
- Kohn-Sham gap (spin up / spin down): 7.74 / 6.89 eV
- Energy relative to the best compared isomer or geometry (same formula, charge and spin): 0.0 kJ/mol
- HOMO level (spin up / spin down): -9.49 / -8.65 eV
- ⟨S²⟩: 2.013

Geometry (Å):
Co: -0.34463 -1.31583 0.48912
C: 0.64952 -2.29066 -2.29247
C: -0.85299 -2.56925 -2.18455
N: -1.29054 -2.83323 -0.81518
C: -1.18884 -4.22075 -0.36789
C: 0.23665 -4.69429 -0.09506
S: 1.22286 -3.59207 0.97485
C: 2.60175 -3.12102 -0.10812
C: 2.50030 -1.74645 -0.76308
N: 1.15043 -1.41016 -1.22441
H: 1.19865 -3.22899 -2.24765
H: 0.85454 -1.87455 -3.28428
H: -1.41226 -1.70215 -2.53977
H: -1.10086 -3.39705 -2.86231
H: -2.25244 -2.53522 -0.71071
H: -1.77375 -4.29797 0.54790
H: -1.62870 -4.91382 -1.09800
H: 0.18551 -5.66547 0.39654
H: 0.79495 -4.84427 -1.01707
H: 3.49744 -3.13428 0.51259
H: 2.71313 -3.92290 -0.83723
H: 2.79508 -0.99830 -0.02612
H: 3.23691 -1.71627 -1.57762
H: 1.16761 -0.45771 -1.57069
O: -1.52389 -2.49145 2.22803
C: -1.82160 -2.24770 3.60641
C: -0.70641 -1.50685 4.32592
C: -0.77139 0.01665 4.27737
C: -0.08508 0.80651 3.18313
C: 0.05596 2.17434 3.44551
C: 0.72134 2.99217 2.56314
C: 1.27625 2.41262 1.43018
C: 1.08260 1.06420 1.23747
N: 0.38791 0.25829 2.05956
H: -0.70130 -2.99719 2.22511
H: -2.01665 -3.20551 4.09598
H: -2.75009 -1.67622 3.62568
H: 0.26545 -1.86288 3.96873
H: -0.76129 -1.79128 5.37933
H: -0.33121 0.39328 5.20333
H: -1.81980 0.33197 4.31699
H: -0.35776 2.57452 4.36225
H: 0.82776 4.05096 2.75910
H: 1.83788 2.99669 0.71543
H: 1.50242 0.57734 0.36827
C: 3.54169 -3.36705 3.90377
Te: 3.32316 -1.32601 3.28954
C: 5.24470 -1.01002 4.17740
C: 5.65693 -2.32656 4.78839
C: 6.85986 -2.42628 5.48603
C: 7.25005 -3.62601 6.05266
C: 6.43678 -4.74622 5.92744
C: 5.24252 -4.65434 5.23609
C: 4.84364 -3.44803 4.66197
H: 3.54694 -4.01849 3.03110
H: 2.69604 -3.64704 4.53011
H: 5.16274 -0.23038 4.93204
H: 5.95201 -0.68481 3.41688
H: 7.49171 -1.55155 5.58445
H: 8.18514 -3.68979 6.59307
H: 6.73470 -5.68750 6.36991
H: 4.60647 -5.52627 5.13803
C: -2.87093 0.63816 1.60572
C: -2.43103 1.15458 0.25812
O: -2.91342 2.19988 -0.17801
N: -1.54765 0.37836 -0.41318
Te: -1.15401 1.10369 -2.21759
C: -2.85196 1.07705 -3.49037
C: -4.10858 0.56843 -3.15223
C: -4.48998 0.03648 -1.79821
C: -5.09273 0.56424 -4.13956
C: -4.86526 1.02568 -5.42476
C: -5.94908 1.01144 -6.46483
C: -3.59029 1.48138 -5.73848
C: -2.57023 1.50500 -4.80040
C: -1.21391 1.99942 -5.23515
C: -0.61522 3.15314 -2.09997
C: 0.76967 3.35125 -2.01799
C: 1.80385 2.26670 -2.22669
C: 1.24622 4.63634 -1.77306
C: 0.39143 5.71810 -1.64353
C: 0.91151 7.09476 -1.34328
C: -0.96850 5.50158 -1.83177
C: -1.50469 4.24461 -2.07997
C: -2.96782 4.17074 -2.41719
H: -3.93327 0.39584 1.53241
H: -2.31605 -0.24330 1.90862
H: -2.76734 1.43482 2.34183
H: -3.68868 -0.54002 -1.33760
H: -5.36729 -0.60200 -1.88800
H: -4.73163 0.85768 -1.12260
H: -6.07285 0.17815 -3.88311
H: -6.89636 0.67699 -6.04594
H: -5.68671 0.34452 -7.28754
H: -6.09475 2.00678 -6.88608
H: -3.37933 1.82197 -6.74620
H: -1.19073 2.12550 -6.31570
H: -0.41620 1.29559 -4.97774
H: -0.96454 2.96073 -4.78266
H: 1.55163 1.59687 -3.04960
H: 1.95751 1.65947 -1.33185
H: 2.76176 2.72323 -2.47076
H: 2.31749 4.79212 -1.70608
H: 1.99692 7.13604 -1.41873
H: 0.63091 7.39656 -0.33251
H: 0.49081 7.82994 -2.02946
H: -1.64473 6.34860 -1.80059
H: -3.45879 5.09726 -2.12378
H: -3.46419 3.34560 -1.92226
H: -3.09756 4.05856 -3.49626


4.
Formula: C42H58CrN2O6SSiTe
Source: the Open Molecules 2025 dataset
Level of theory: ωB97M-V with the def2-TZVPD basis set

Calculated values
- M: 926.683 g mol⁻¹
- Charge: -1
- 2S+1: 6
- Kohn-Sham gap (spin up / spin down): 6.25 / 7.24 eV
- Energy relative to the best compared isomer or geometry (same formula, charge and spin): 12.6 kJ/mol
- HOMO level (spin up / spin down): -3.96 / -5.18 eV
- ⟨S²⟩: 8.774

Geometry (Å):
Cr: -0.71762 -1.63911 -1.34266
O: -0.52781 -1.20537 -3.27025
N: -1.54405 -1.34361 -4.11119
C: -1.34524 -0.87210 -5.35540
C: -2.31384 -0.97035 -6.31546
C: -3.52542 -1.57745 -5.97125
C: -3.70942 -2.04237 -4.70163
C: -2.70410 -1.93047 -3.71073
S: -2.87165 -2.45109 -2.09230
H: -0.37381 -0.42262 -5.49808
H: -2.12094 -0.58477 -7.30583
H: -4.31726 -1.67277 -6.70411
H: -4.63638 -2.51027 -4.40104
C: 0.87414 0.00997 2.47737
C: 0.46342 -1.17517 3.34494
C: 1.25052 -2.41591 2.94823
C: 0.68783 -0.86342 4.81399
O: -0.94815 -1.42683 3.22070
Si: -1.88956 -1.51465 1.85784
O: -1.11537 -1.94156 0.55333
O: -3.11700 -2.55382 2.24343
C: -3.08890 -3.85792 2.80632
C: -4.45585 -4.45881 2.51666
C: -1.99337 -4.68613 2.13490
C: -2.86142 -3.78186 4.31274
O: -2.62375 -0.04750 1.62821
C: -3.35427 0.80479 2.49627
C: -2.38176 1.62803 3.33279
C: -4.16029 1.71565 1.58008
C: -4.29240 0.01846 3.40988
H: 1.93961 0.22050 2.59715
H: 0.30581 0.90184 2.75513
H: 0.69533 -0.21017 1.42386
H: 2.32447 -2.22387 3.00035
H: 1.00754 -2.69199 1.92526
H: 1.00383 -3.24970 3.61274
H: 1.75177 -0.70722 5.01264
H: 0.33109 -1.69187 5.43176
H: 0.14299 0.04116 5.09788
H: -4.61117 -4.53618 1.43806
H: -5.23544 -3.81576 2.93151
H: -4.54493 -5.45444 2.96099
H: -2.10569 -4.63623 1.04897
H: -2.05000 -5.73080 2.45243
H: -1.00347 -4.29933 2.38938
H: -3.71128 -3.29396 4.79856
H: -1.96062 -3.20579 4.52708
H: -2.75192 -4.78608 4.73227
H: -1.73907 2.22819 2.68332
H: -1.75312 0.96803 3.93222
H: -2.92688 2.29901 4.00307
H: -3.48928 2.31809 0.96085
H: -4.79571 2.38779 2.16371
H: -4.79048 1.11476 0.92071
H: -3.72638 -0.58779 4.12370
H: -4.92086 -0.65562 2.82479
H: -4.92613 0.71325 3.96753
C: 5.57986 5.92139 1.82127
C: 4.80935 4.78868 1.19187
C: 5.45859 3.72193 0.59404
C: 4.75828 2.65947 0.01407
C: 5.56615 1.52848 -0.59028
C: 3.35997 2.69281 0.00767
Te: 2.36463 0.95283 -0.99315
N: 1.23461 -1.02128 -1.04576
C: 2.21196 -1.86900 -0.71529
O: 3.30137 -1.59640 -0.18052
C: 2.00469 -3.30838 -1.17985
C: 0.92901 -4.08836 -0.76425
C: 0.76019 -5.37593 -1.26420
C: 1.66163 -5.89397 -2.17985
C: 2.74764 -5.12285 -2.58468
C: 2.92107 -3.84198 -2.08302
C: 1.05458 2.19360 -2.13883
C: 1.62418 2.98777 -3.14402
C: 3.11014 3.07646 -3.40293
C: 0.78989 3.78288 -3.93515
C: -0.58320 3.80335 -3.76632
C: -1.47304 4.63487 -4.65442
C: -1.12567 3.02546 -2.75038
C: -0.33494 2.23502 -1.92668
C: -1.01076 1.46611 -0.82818
C: 2.68213 3.73885 0.65399
C: 1.18029 3.77560 0.78187
C: 3.41902 4.77350 1.22300
H: 6.65403 5.78403 1.69453
H: 5.37524 5.99262 2.89171
H: 5.30775 6.88032 1.37496
H: 6.54583 3.69777 0.58704
H: 6.57815 1.53786 -0.18260
H: 5.64296 1.63727 -1.67609
H: 5.14079 0.54349 -0.39685
H: 0.22125 -3.69213 -0.04585
H: -0.08799 -5.96766 -0.93983
H: 1.52048 -6.89204 -2.57871
H: 3.46117 -5.52387 -3.29490
H: 3.77031 -3.23819 -2.38057
H: 3.62828 2.14841 -3.16875
H: 3.56156 3.85920 -2.78656
H: 3.29715 3.32020 -4.44995
H: 1.23957 4.39694 -4.71148
H: -0.89166 5.34745 -5.24033
H: -2.20476 5.19310 -4.06783
H: -2.03032 4.00505 -5.35212
H: -2.19970 3.03848 -2.58199
H: -2.06491 1.72853 -0.72673
H: -0.52067 1.58469 0.13876
H: -0.95477 0.40876 -1.05335
H: 0.80913 2.83342 1.18817
H: 0.69279 3.92445 -0.18292
H: 0.87172 4.58015 1.44969
H: 2.88871 5.58399 1.71883